1.
{
  "formula": "C37H35ClF4N7V",
  "method": "ωB97M-V/def2-TZVPD",
  "symbols": ["V", "C", "C", "C", "C", "C", "N", "C", "C", "C", "C", "C", "C", "C", "N", "C", "C", "C", "N", "C", "C", "N", "C", "C", "C", "N", "H", "H", "H", "H", "H", "H", "H", "H", "H", "H", "H", "H", "H", "H", "H", "H", "H", "H", "C", "N", "C", "C", "C", "N", "C", "C", "F", "C", "F", "C", "C", "F", "C", "F", "H", "H", "H", "H", "H", "H", "H", "H", "H", "H", "H", "Cl", "C", "C", "C", "C", "C", "C", "C", "H", "H", "H", "H", "H", "H"],
  "xyz": [[0.05, 0.18, -0.07], [0.07, 1.71, 6.53], [0.09, 1.07, 5.17], [-0.73, -0.01, 4.88], [-0.68, -0.62, 3.65], [0.17, -0.17, 2.63], [0.30, -0.88, 1.43], [0.80, -2.15, 1.62], [1.49, -2.43, 2.83], [1.89, -3.69, 3.20], [1.70, -4.77, 2.35], [2.10, -6.16, 2.74], [1.17, -4.50, 1.10], [0.73, -3.24, 0.72], [0.31, -3.09, -0.61], [0.03, -4.10, -1.48], [-0.13, -3.53, -2.72], [0.07, -2.16, -2.51], [0.33, -1.92, -1.24], [0.99, 0.93, 2.92], [0.94, 1.53, 4.18], [1.89, 1.38, 1.95], [3.03, 2.08, 2.17], [3.60, 2.32, 0.95], [2.74, 1.74, 0.02], [1.71, 1.17, 0.64], [-0.22, 0.99, 7.29], [-0.65, 2.53, 6.55], [1.04, 2.13, 6.78], [-1.41, -0.39, 5.63], [-1.26, -1.51, 3.46], [1.69, -1.62, 3.51], [2.38, -3.83, 4.16], [2.18, -6.24, 3.82], [3.07, -6.41, 2.32], [1.38, -6.88, 2.38], [1.12, -5.32, 0.40], [-0.06, -5.12, -1.20], [-0.36, -4.03, -3.64], [0.04, -1.39, -3.25], [1.56, 2.40, 4.38], [3.36, 2.33, 3.15], [4.52, 2.83, 0.75], [2.85, 1.74, -1.05], [-2.98, -2.26, 1.46], [-2.53, -1.84, 0.15], [-2.95, -2.85, -0.81], [-3.10, -0.54, -0.17], [-2.66, 0.09, -1.49], [-1.23, 0.33, -1.58], [-0.80, 0.94, -2.68], [0.60, 1.04, -2.95], [1.48, 0.42, -2.09], [1.15, 1.67, -4.04], [2.50, 1.70, -4.16], [0.37, 2.26, -5.01], [-1.00, 2.16, -4.83], [-1.81, 2.68, -5.77], [-1.57, 1.54, -3.73], [-2.92, 1.54, -3.70], [-4.06, -2.51, 1.47], [-2.82, -1.45, 2.18], [-2.42, -3.13, 1.78], [-4.05, -2.91, -0.90], [-2.60, -3.83, -0.48], [-2.53, -2.65, -1.79], [-2.81, 0.14, 0.64], [-4.21, -0.60, -0.20], [-3.22, 1.03, -1.57], [-2.98, -0.56, -2.33], [0.79, 2.77, -5.86], [-1.92, 4.61, 5.73], [-1.55, 3.82, 4.23], [-0.46, 4.22, 3.49], [-0.22, 3.63, 2.26], [-1.05, 2.64, 1.74], [-0.87, 2.12, 0.39], [-2.12, 2.22, 2.56], [-2.37, 2.79, 3.78], [0.20, 5.00, 3.86], [0.63, 3.97, 1.68], [-0.24, 2.81, -0.19], [-1.85, 2.08, -0.08], [-2.77, 1.43, 2.21], [-3.20, 2.45, 4.38]],
  "multiplicity": 3,
  "s_squared": 2.0237,
  "homo_lumo_gap_ha": [0.2703, 0.2722]
}

***

2.
{
  "formula": "C14H46BF4O13",
  "method": "ωB97M-V/def2-TZVPD",
  "symbols": ["B", "F", "F", "F", "F", "O", "H", "H", "O", "H", "H", "O", "H", "H", "C", "C", "O", "O", "H", "H", "H", "H", "H", "H", "C", "C", "O", "O", "H", "H", "H", "H", "H", "H", "C", "C", "O", "O", "H", "H", "H", "H", "H", "H", "C", "C", "O", "O", "H", "H", "H", "H", "H", "H", "C", "C", "C", "O", "H", "H", "H", "H", "H", "H", "H", "H", "C", "C", "C", "O", "H", "H", "H", "H", "H", "H", "H", "H"],
  "xyz": [[1.12, -0.58, 0.49], [2.23, -0.49, 1.37], [0.39, 0.63, 0.38], [1.59, -0.80, -0.81], [0.30, -1.59, 0.99], [0.68, -2.22, 4.03], [0.47, -1.83, 3.17], [1.39, -1.66, 4.37], [5.43, 0.26, 2.19], [4.96, 0.22, 1.32], [5.17, 1.11, 2.56], [3.65, -2.92, 0.75], [4.04, -2.74, 1.61], [2.82, -2.42, 0.76], [-0.28, 4.85, 2.45], [-0.27, 3.35, 2.08], [-1.57, 2.78, 2.07], [-0.91, 5.63, 1.45], [0.74, 5.18, 2.64], [-0.79, 5.01, 3.40], [0.36, 2.86, 2.82], [0.15, 3.26, 1.07], [-1.40, 1.84, 2.20], [-1.86, 5.55, 1.50], [-1.16, 3.33, -3.72], [-0.80, 3.12, -2.26], [0.24, 2.14, -2.20], [-0.07, 3.91, -4.45], [-2.04, 3.98, -3.74], [-1.46, 2.36, -4.12], [-1.77, 2.87, -1.83], [-0.37, 4.01, -1.80], [0.12, 1.64, -1.38], [0.69, 3.50, -4.02], [3.90, 2.76, -0.78], [4.05, 1.35, -1.32], [4.18, 0.43, -0.23], [2.80, 2.97, 0.10], [3.84, 3.49, -1.60], [4.81, 3.11, -0.26], [4.93, 1.30, -1.97], [3.18, 1.07, -1.92], [3.29, 0.04, -0.15], [2.42, 2.08, 0.18], [1.92, -2.62, -3.50], [1.33, -3.95, -2.96], [2.38, -4.88, -2.84], [2.08, -2.76, -4.91], [2.85, -2.50, -2.94], [1.28, -1.75, -3.33], [0.71, -4.29, -3.79], [0.73, -3.83, -2.06], [3.02, -4.62, -2.17], [2.65, -2.04, -5.20], [-2.27, -4.46, 2.75], [-3.05, -3.18, 2.95], [-2.91, -2.63, 4.37], [-2.68, -2.14, 2.04], [-2.40, -5.13, 3.59], [-1.22, -4.27, 2.48], [-2.65, -4.89, 1.82], [-4.08, -3.43, 2.69], [-1.93, -2.16, 4.36], [-2.99, -3.36, 5.18], [-3.69, -1.94, 4.68], [-1.76, -1.90, 2.24], [-2.66, 0.21, -1.07], [-4.09, -0.23, -0.62], [-5.05, -0.09, -1.79], [-3.93, -1.58, -0.28], [-2.31, -0.24, -1.99], [-1.94, 0.07, -0.27], [-2.76, 1.28, -1.31], [-4.40, 0.49, 0.15], [-5.60, 0.85, -1.80], [-5.84, -0.82, -1.63], [-4.55, -0.20, -2.75], [-3.38, -1.70, 0.52]],
  "total_charge": -1,
  "homo_lumo_gap_ha": 0.3559
}

***

Here are the calculated energy relative to the best compared isomer or geometry (same formula, charge and spin) numbers, same order: 15.4, 0.0 (kcal per mole).
Here are the calculated E numbers, same order: -98446.57238, -53435.25320 (eV).
Here are the calculated F_max numbers, same order: 1.5, 2.8 (eV Å⁻¹).